Record 1
{
  "formula": "C33H48AlNO12P",
  "method": "the ωB97M-V functional and the def2-TZVPD basis",
  "e_lumo_ev": -0.3,
  "energy_ev": -76944.610,
  "multiplicity": 1,
  "charge": -1,
  "species": ["C", "C", "C", "C", "C", "C", "C", "C", "C", "C", "C", "Al", "C", "C", "C", "C", "P", "N", "H", "H", "H", "H", "H", "H", "H", "H", "H", "H", "H", "H", "H", "H", "H", "H", "H", "H", "H", "H", "H", "H", "H", "H", "H", "H", "H", "H", "H", "H", "H", "H", "H", "H", "H", "H", "C", "C", "C", "O", "C", "C", "C", "O", "O", "O", "H", "H", "H", "H", "C", "C", "C", "O", "C", "C", "C", "O", "O", "O", "H", "H", "H", "H", "C", "C", "C", "O", "C", "C", "C", "O", "O", "O", "H", "H", "H", "H"],
  "xyz": [[0.124, 10.999, 1.161], [-0.311, 10.640, 2.608], [-1.508, 9.664, 2.651], [-1.103, 8.238, 3.063], [-0.912, 7.312, 1.852], [-0.065, 6.088, 2.234], [-0.376, 4.868, 1.391], [0.524, 3.666, 1.703], [0.664, 2.707, 0.532], [1.575, 1.500, 0.840], [2.038, 0.796, -0.450], [3.492, -0.584, -0.179], [3.638, -1.735, -1.849], [3.901, -0.816, -3.059], [4.040, -1.572, -4.395], [3.740, -0.705, -5.612], [5.632, 0.362, 0.192], [6.020, 1.482, -0.914], [0.199, 12.077, 1.051], [1.104, 10.583, 0.942], [-0.570, 10.611, 0.422], [0.555, 10.193, 3.084], [-0.572, 11.550, 3.140], [-2.014, 9.630, 1.690], [-2.227, 10.056, 3.369], [-0.214, 8.240, 3.687], [-1.934, 7.825, 3.635], [-0.446, 7.865, 1.037], [-1.907, 7.004, 1.534], [-0.281, 5.893, 3.285], [0.978, 6.398, 2.155], [-1.405, 4.578, 1.610], [-0.326, 5.107, 0.328], [1.504, 3.975, 2.068], [0.043, 3.131, 2.527], [-0.324, 2.303, 0.303], [1.095, 3.209, -0.333], [0.946, 0.781, 1.369], [2.412, 1.784, 1.478], [2.336, 1.545, -1.191], [1.163, 0.273, -0.851], [3.111, -1.514, 1.086], [4.539, -2.345, -1.732], [2.739, -2.336, -1.991], [3.092, -0.079, -3.097], [4.841, -0.286, -2.917], [3.406, -2.456, -4.351], [5.085, -1.874, -4.465], [2.677, -0.502, -5.721], [4.102, -1.217, -6.505], [4.253, 0.256, -5.574], [5.776, 0.920, 1.495], [6.608, -0.674, 0.128], [5.231, 1.590, -1.545], [3.912, -7.167, -4.539], [3.699, -7.960, -5.593], [2.722, -7.601, -6.673], [2.597, -8.370, -7.612], [1.975, -6.362, -6.543], [2.183, -5.563, -5.486], [3.179, -5.910, -4.416], [3.325, -5.132, -3.499], [1.533, -4.421, -5.312], [4.333, -9.123, -5.765], [4.615, -7.416, -3.757], [1.263, -6.121, -7.320], [1.873, -4.034, -4.478], [3.993, -9.486, -6.606], [-2.114, -2.132, 1.322], [-3.059, -1.890, 2.234], [-3.897, -0.648, 2.204], [-4.752, -0.513, 3.063], [-3.643, 0.328, 1.158], [-2.693, 0.094, 0.242], [-1.873, -1.165, 0.256], [-1.046, -1.318, -0.616], [-2.411, 0.946, -0.734], [-3.334, -2.729, 3.236], [-1.506, -3.026, 1.335], [-4.241, 1.228, 1.156], [-1.681, 0.540, -1.247], [-4.058, -2.301, 3.737], [-6.584, -6.421, 2.681], [-7.293, -7.188, 3.516], [-7.022, -7.214, 4.992], [-7.724, -7.924, 5.691], [-5.934, -6.399, 5.508], [-5.218, -5.635, 4.672], [-5.509, -5.582, 3.201], [-4.834, -4.843, 2.515], [-4.204, -4.879, 5.078], [-8.287, -7.976, 3.106], [-6.774, -6.390, 1.617], [-5.734, -6.442, 6.569], [-3.841, -4.445, 4.276], [-8.628, -8.413, 3.911]]
}

***

Record 2
{
  "formula": "C33H48F9N3O11",
  "method": "the ωB97M-V functional and the def2-TZVPD basis",
  "e_lumo_ev": 0.1,
  "energy_ev": -86438.155,
  "multiplicity": 1,
  "smiles": "CCCCOCO[C@H]([C@H](N=C(C)C)N(CCCC(=O)OCC)OC#N)C(F)(F)C(F)(F)C(F)(F)C(F)(F)F.O=C1CCCO1.O=C1CCCO1.O=C1CCCO1",
  "species": ["C", "C", "C", "C", "O", "C", "O", "C", "C", "N", "C", "C", "C", "N", "C", "C", "C", "C", "O", "O", "C", "C", "O", "C", "N", "C", "F", "F", "C", "F", "F", "C", "F", "F", "C", "F", "F", "F", "H", "H", "H", "H", "H", "H", "H", "H", "H", "H", "H", "H", "H", "H", "H", "H", "H", "H", "H", "H", "H", "H", "H", "H", "H", "H", "H", "H", "H", "H", "O", "C", "C", "C", "C", "O", "H", "H", "H", "H", "H", "H", "O", "C", "C", "C", "C", "O", "H", "H", "H", "H", "H", "H", "O", "C", "C", "C", "C", "O", "H", "H", "H", "H", "H", "H"],
  "xyz": [[3.757, -0.863, 3.181], [4.659, 0.449, 2.947], [3.780, 1.799, 2.665], [3.805, 2.209, 1.079], [2.487, 2.044, 0.446], [2.196, 0.612, 0.282], [1.963, 0.252, -1.094], [0.543, -0.042, -1.353], [0.363, -1.618, -1.092], [-0.569, -2.320, -2.021], [-0.026, -3.369, -2.625], [-0.055, -3.450, -4.251], [0.640, -4.642, -1.891], [0.023, -1.864, 0.346], [-1.435, -1.760, 0.627], [-1.774, -0.956, 2.017], [-3.093, -1.603, 2.671], [-4.462, -0.879, 2.190], [-4.755, 0.308, 2.535], [-5.451, -1.560, 1.372], [-5.067, -1.352, -0.023], [-6.183, -0.545, -0.882], [0.583, -3.009, 0.831], [1.002, -2.852, 2.193], [0.939, -2.728, 3.402], [0.281, 0.448, -2.854], [1.107, 1.625, -3.042], [0.764, -0.474, -3.863], [-1.223, 0.825, -3.235], [-2.072, -0.295, -3.513], [-1.157, 1.555, -4.485], [-2.014, 1.764, -2.210], [-3.238, 2.143, -2.882], [-2.441, 1.116, -1.007], [-1.298, 3.139, -1.806], [-2.301, 3.931, -1.135], [-0.227, 3.013, -0.892], [-0.847, 3.924, -2.888], [3.561, -1.447, 2.196], [2.711, -0.522, 3.553], [4.201, -1.627, 3.910], [5.282, 0.597, 3.907], [5.328, 0.221, 2.025], [2.672, 1.591, 2.896], [4.208, 2.653, 3.312], [4.072, 3.337, 1.060], [4.643, 1.678, 0.503], [3.177, 0.075, 0.594], [1.401, 0.267, 1.028], [-0.046, 0.524, -0.553], [1.410, -2.095, -1.253], [0.824, -2.845, -4.703], [0.160, -4.546, -4.560], [-1.079, -3.104, -4.627], [1.519, -4.229, -1.254], [1.123, -5.350, -2.657], [-0.075, -5.190, -1.182], [-2.051, -1.242, -0.182], [-1.842, -2.832, 0.757], [-2.063, 0.114, 1.671], [-0.876, -0.876, 2.716], [-3.015, -1.459, 3.814], [-3.194, -2.716, 2.434], [-4.836, -2.366, -0.529], [-4.117, -0.700, -0.013], [-7.175, -1.118, -0.937], [-5.741, -0.387, -1.942], [-6.355, 0.459, -0.358], [1.291, -5.336, -6.563], [1.970, -4.740, -7.361], [1.843, -3.281, -7.703], [2.634, -3.187, -8.990], [3.655, -4.288, -8.826], [2.999, -5.299, -8.053], [2.294, -2.687, -6.904], [0.800, -3.001, -7.851], [3.082, -2.206, -9.159], [1.981, -3.410, -9.839], [4.543, -3.954, -8.281], [3.966, -4.703, -9.787], [5.092, 1.177, 5.596], [4.733, 1.925, 6.472], [4.641, 3.422, 6.365], [4.534, 3.838, 7.816], [3.856, 2.645, 8.448], [4.309, 1.513, 7.697], [3.745, 3.685, 5.799], [5.532, 3.837, 5.893], [3.990, 4.772, 7.966], [5.537, 3.961, 8.238], [2.766, 2.699, 8.374], [4.134, 2.525, 9.496], [-6.945, 5.580, 3.250], [-6.406, 4.779, 2.529], [-4.996, 4.871, 2.014], [-5.001, 3.858, 0.889], [-6.036, 2.861, 1.353], [-6.990, 3.628, 2.099], [-4.305, 4.589, 2.813], [-4.775, 5.875, 1.650], [-4.024, 3.408, 0.700], [-5.336, 4.339, -0.036], [-5.611, 2.097, 2.011], [-6.534, 2.370, 0.515]]
}

***

no.,frontier orbital gap (Ha)
1,0.1514
2,0.3300